{
  "formula": "C15H26BaNO2P",
  "method": "ωB97M-V/def2-TZVPD",
  "lumo_energy_ev": -0.116,
  "fmax_ev_per_a": 4.70,
  "e_homo_ev": -6.1,
  "multiplicity": 1,
  "gap_ev": 5.9647,
  "e_tot_ha": -1159.02146,
  "elements": ["C", "C", "C", "C", "C", "C", "C", "C", "N", "Ba", "C", "P", "H", "H", "H", "H", "H", "H", "H", "H", "C", "C", "H", "C", "C", "H", "H", "H", "H", "H", "H", "H", "H", "H", "H", "H", "H", "H", "H", "C", "O", "C", "O", "H", "H", "H"],
  "coordinates": [[0.028, -3.963, 0.982], [0.615, -3.504, -0.199], [0.523, -2.145, -0.549], [-0.076, -1.287, 0.352], [-0.639, -1.692, 1.537], [-0.614, -3.071, 1.840], [1.020, -1.556, -1.873], [0.490, -0.099, -2.006], [-0.526, 0.326, -2.838], [1.302, 1.362, 0.034], [-1.260, -0.651, 2.461], [-1.173, 0.984, 1.643], [1.116, -4.192, -0.888], [-1.113, -3.414, 2.753], [0.039, -5.038, 1.220], [-0.716, -0.578, 3.422], [-2.320, -0.867, 2.678], [2.123, -1.497, -1.907], [0.727, -2.128, -2.771], [-0.200, -0.033, -1.024], [-1.759, 2.103, 2.938], [-2.651, 0.895, 0.586], [1.302, 0.641, -2.128], [-1.660, -0.591, -3.041], [-0.396, 1.496, -3.696], [0.545, 4.008, 0.175], [-2.120, -0.362, -4.026], [-1.274, -1.631, -2.997], [-2.404, -0.539, -2.206], [-0.980, 1.330, -4.624], [-0.752, 2.460, -3.263], [0.665, 1.687, -3.954], [-3.531, 0.690, 1.213], [-2.785, 1.857, 0.068], [-2.557, 0.108, -0.173], [-2.703, 1.743, 3.369], [-1.002, 2.187, 3.729], [-1.911, 3.103, 2.509], [0.021, 3.663, -0.451], [3.021, 2.489, 1.884], [5.718, -0.933, 1.497], [4.707, -0.757, 0.946], [3.686, -0.583, 0.380], [3.961, 1.983, 2.157], [2.300, 2.477, 2.723], [3.213, 3.517, 1.519]],
  "forces_ev_per_angstrom": [[-0.1, -0.2, 0.0], [0.1, 0.3, -0.7], [-0.2, -1.0, 0.6], [0.2, 2.2, -0.1], [0.0, -1.6, 0.4], [-0.4, 0.6, 0.4], [0.2, 0.6, -1.0], [-0.6, -0.4, 2.1], [-2.4, 0.3, -4.0], [1.5, 0.3, 2.0], [0.2, -0.2, 0.3], [-0.2, -0.3, 0.0], [-0.2, 0.0, 0.3], [0.3, -0.1, -0.3], [0.1, 0.6, -0.1], [-0.2, -0.1, -0.3], [0.3, 0.0, 0.1], [-0.3, -0.2, 0.1], [0.1, -0.1, 0.5], [2.4, -0.5, -0.4], [-0.4, 0.2, 0.5], [-0.4, 0.2, -0.3], [-0.2, -0.7, -0.5], [0.6, 0.2, 0.4], [0.0, -0.3, -0.1], [-2.0, -1.2, -2.4], [0.1, -0.4, 0.7], [-0.4, 0.5, -0.4], [0.3, 0.2, -0.7], [0.4, 0.2, 0.3], [-0.1, -0.5, 0.0], [-0.4, -0.3, -0.1], [0.1, 0.1, -0.2], [-0.1, -0.3, 0.1], [0.1, 0.2, 0.3], [0.1, 0.2, 0.1], [-0.2, 0.0, -0.2], [0.0, -0.2, 0.1], [1.8, 1.6, 2.4], [-0.1, -0.4, -0.7], [-1.1, 0.2, -0.6], [-0.5, 0.2, -0.2], [1.5, -0.3, 0.7], [-0.2, 0.4, 0.2], [0.4, 0.2, 0.0], [0.1, -0.2, 0.5]],
  "mulliken_charge": [-0.7266, -0.7339, -0.2387, 1.7198, -1.1705, -0.5568, -1.3940, -1.5718, 0.2532, 1.7637, -1.2386, 0.4916, 0.4019, 0.4038, 0.3362, 0.4533, 0.4444, 0.2920, 0.5060, 0.5382, -1.2408, -1.0793, 1.1374, -0.7453, -0.9203, 0.3191, 0.3280, 0.2704, 0.1372, 0.2880, 0.2404, 0.3201, 0.4527, 0.3383, 0.0316, 0.3830, 0.3371, 0.3526, -0.2792, -1.4192, -0.3995, 0.7026, -0.3107, 0.2156, 0.2834, 0.2839]
}


{
  "formula": "C15H26Br3NO6Zr",
  "method": "ωB97M-V/def2-TZVPD",
  "lumo_energy_ev": -9.197,
  "fmax_ev_per_a": 7.49,
  "e_homo_ev": -14.3,
  "multiplicity": 1,
  "gap_ev": 5.1154,
  "charge": 2,
  "e_tot_ha": -8861.71981,
  "elements": ["Zr", "C", "C", "C", "C", "C", "C", "N", "O", "C", "C", "C", "H", "H", "H", "H", "H", "H", "H", "H", "H", "H", "H", "H", "H", "H", "H", "H", "H", "H", "C", "C", "O", "O", "H", "H", "H", "C", "Br", "Br", "Br", "H", "C", "C", "O", "C", "O", "O", "H", "H", "H", "H"],
  "coordinates": [[-15.102, -25.502, -7.464], [-11.292, -28.288, -5.814], [-12.070, -28.114, -7.100], [-11.601, -29.194, -8.092], [-12.020, -30.600, -7.735], [-13.536, -30.528, -7.839], [-14.232, -29.541, -6.880], [-13.579, -28.240, -6.983], [-14.111, -27.120, -6.269], [-14.245, -29.989, -5.448], [-15.693, -29.513, -7.376], [-11.440, -26.829, -7.730], [-11.538, -27.464, -5.145], [-10.213, -28.430, -5.881], [-11.618, -29.247, -5.411], [-10.520, -29.334, -8.083], [-11.938, -29.036, -9.116], [-11.570, -31.057, -6.853], [-11.710, -31.270, -8.537], [-13.852, -31.520, -7.515], [-13.764, -30.402, -8.897], [-15.214, -30.454, -5.268], [-14.188, -29.236, -4.663], [-13.553, -30.792, -5.192], [-16.328, -28.799, -6.852], [-16.232, -30.456, -7.283], [-15.770, -29.228, -8.425], [-11.621, -26.695, -8.796], [-10.355, -26.860, -7.632], [-11.752, -25.891, -7.271], [-14.998, -27.541, -11.181], [-15.085, -26.766, -9.842], [-14.208, -26.097, -9.335], [-16.004, -26.797, -9.043], [-15.028, -26.738, -11.918], [-15.838, -28.055, -11.648], [-14.095, -28.150, -11.215], [-18.339, -24.363, -12.516], [-16.346, -24.383, -12.283], [-18.765, -26.133, -13.278], [-18.827, -22.969, -13.797], [-18.789, -24.095, -11.561], [-10.442, -22.096, -8.313], [-11.044, -22.156, -9.689], [-11.998, -23.283, -9.535], [-12.323, -23.363, -8.235], [-13.260, -24.055, -7.906], [-11.355, -22.729, -7.489], [-10.231, -21.099, -7.926], [-9.543, -22.701, -8.196], [-10.226, -22.430, -10.355], [-11.525, -21.287, -10.136]],
  "forces_ev_per_angstrom": [[4.2, -4.4, -1.5], [-1.1, -1.1, 1.1], [1.8, 0.0, -1.6], [1.0, -1.5, 0.5], [-1.0, 0.2, -1.0], [0.7, -1.5, 1.5], [-1.0, -0.1, -0.4], [1.7, 3.0, -0.7], [-1.7, 1.4, -3.5], [-0.7, -1.5, 1.5], [-0.4, 1.0, -0.5], [-1.1, 0.7, -0.3], [0.2, -0.2, 0.3], [-0.1, 0.5, -0.6], [-0.1, 0.2, 0.7], [0.3, 1.3, -0.2], [0.0, 0.4, 0.0], [-0.4, 0.5, 0.4], [0.2, 0.0, -0.1], [-0.8, 0.0, -0.2], [-0.4, 0.3, 0.2], [-0.1, -0.1, 0.1], [0.3, 0.3, -0.4], [0.4, 0.2, -0.2], [0.1, 0.2, 0.4], [0.5, -0.2, 0.2], [0.2, -0.1, -0.1], [-0.3, -0.3, -0.1], [-0.1, -0.3, 0.2], [-0.1, -0.1, 0.4], [-0.1, 1.5, 0.3], [-0.7, -3.4, -3.2], [6.3, 3.9, 1.0], [-6.4, -0.3, 3.7], [1.1, 0.3, -0.2], [-0.5, -0.5, 1.5], [0.0, 0.3, 0.0], [0.7, -0.1, -1.4], [-0.8, 0.4, 0.3], [-0.2, 0.9, 0.8], [0.2, -0.5, 0.7], [0.0, -0.6, -0.2], [1.5, 0.8, -0.1], [0.8, -0.8, -0.8], [-0.3, 1.1, 0.8], [4.2, 1.3, -2.1], [-2.4, -0.9, 2.2], [-4.9, -2.1, 1.1], [-0.2, 0.0, -0.1], [0.2, 0.2, -0.5], [-0.5, -0.4, -0.3], [-0.4, -0.1, 0.6]],
  "mulliken_charge": [1.8401, -1.7074, 1.3998, -1.2297, -0.6384, -1.3336, 1.5804, 1.4622, -0.8742, -1.7719, -1.8845, -1.8996, 0.3702, 0.4304, 0.4243, 0.4347, 0.2675, 0.3213, 0.4174, 0.3824, 0.3720, 0.5363, 0.2692, 0.3626, 0.3754, 0.5061, 0.2679, 0.3465, 0.5670, 0.2638, -0.9946, 1.4033, -0.5525, -0.8102, 0.2868, 0.3777, 0.3182, -0.3786, -0.0522, 0.0088, 0.0226, 0.4354, -0.3679, -0.2595, -0.2778, 0.4937, -0.4095, -0.2850, 0.3058, 0.2936, 0.2661, 0.3175]
}


{
  "formula": "C15H26Cl2F5O6V",
  "method": "ωB97M-V/def2-TZVPD",
  "lumo_energy_ev": [-2.110, -1.919],
  "fmax_ev_per_a": 2.00,
  "e_homo_ev": [-10.9, -10.6],
  "multiplicity": 2,
  "gap_ev": [8.8183, 8.6775],
  "charge": 1,
  "e_tot_ha": -3401.94694,
  "elements": ["V", "C", "C", "O", "C", "C", "O", "C", "C", "O", "C", "C", "O", "C", "C", "O", "C", "C", "O", "H", "H", "H", "H", "H", "H", "H", "H", "H", "H", "H", "H", "H", "H", "H", "H", "H", "H", "H", "H", "H", "H", "H", "H", "F", "C", "F", "C", "F", "F", "F", "Cl", "C", "Cl", "H", "H"],
  "coordinates": [[-0.305, 0.023, 0.313], [-2.071, -1.216, -1.900], [-0.996, -2.283, -1.809], [0.199, -1.669, -1.361], [1.322, -2.545, -1.369], [1.854, -2.774, 0.045], [2.119, -1.494, 0.573], [2.494, -1.457, 1.937], [2.106, -0.055, 2.480], [1.454, 0.733, 1.499], [2.311, 1.427, 0.613], [1.528, 2.639, 0.136], [0.375, 2.181, -0.545], [-0.506, 3.235, -0.906], [-1.802, 3.083, -0.113], [-2.228, 1.793, -0.481], [-3.400, 1.306, 0.134], [-3.605, -0.057, -0.523], [-2.350, -0.743, -0.595], [-2.974, -1.666, -2.335], [-1.725, -0.383, -2.538], [-0.848, -2.718, -2.809], [-1.317, -3.065, -1.105], [2.105, -2.070, -1.971], [1.051, -3.502, -1.821], [2.770, -3.379, -0.007], [1.112, -3.296, 0.666], [3.578, -1.630, 2.030], [1.970, -2.237, 2.506], [2.995, 0.475, 2.843], [1.382, -0.152, 3.298], [2.594, 0.786, -0.229], [3.215, 1.765, 1.135], [2.144, 3.239, -0.544], [1.235, 3.239, 1.008], [-0.736, 3.118, -1.970], [-0.045, 4.209, -0.735], [-2.538, 3.848, -0.403], [-1.615, 3.149, 0.971], [-4.249, 1.968, -0.082], [-3.271, 1.219, 1.221], [-3.982, 0.110, -1.535], [-4.312, -0.665, 0.047], [-0.520, -1.497, 1.615], [-0.840, -0.758, 2.817], [-1.064, 0.543, 2.210], [-2.230, -1.274, 3.138], [-2.789, -0.646, 4.173], [-3.099, -1.143, 2.092], [-2.182, -2.581, 3.415], [1.470, 0.518, -2.735], [3.204, 0.461, -3.134], [4.069, 1.832, -2.416], [3.322, 0.511, -4.215], [3.620, -0.459, -2.728]],
  "forces_ev_per_angstrom": [[0.1, 0.8, -1.0], [0.3, -0.5, -0.5], [-0.8, 0.0, -0.3], [-0.2, 0.3, 0.7], [0.7, -0.1, 0.5], [-0.2, -0.1, -0.4], [-0.3, 0.1, -0.2], [0.2, 0.1, 0.2], [0.2, -0.5, 0.7], [-0.4, 0.2, -0.4], [0.1, 0.7, -0.5], [0.9, 0.0, 0.3], [-0.2, -0.7, 0.4], [-0.8, 0.2, -0.1], [0.5, 0.3, -0.2], [0.4, -0.3, 0.2], [-0.2, -0.4, 0.0], [-0.3, 0.5, 0.4], [0.5, 0.0, 0.2], [0.2, 0.1, 0.0], [-0.2, -0.2, 0.1], [0.0, 0.1, 0.2], [0.1, 0.1, -0.1], [-0.2, -0.1, 0.0], [0.0, 0.1, 0.0], [-0.1, 0.0, 0.0], [0.1, 0.0, 0.0], [-0.3, 0.0, 0.0], [0.0, 0.1, -0.1], [-0.2, 0.0, -0.2], [0.3, -0.1, -0.3], [0.0, 0.1, 0.2], [-0.1, 0.0, -0.1], [-0.1, -0.1, 0.1], [0.0, 0.0, -0.1], [0.1, 0.1, 0.1], [0.1, -0.1, 0.0], [0.2, -0.1, 0.1], [-0.1, 0.0, -0.2], [0.1, -0.2, 0.1], [0.0, 0.0, -0.2], [0.1, -0.1, 0.1], [0.1, 0.1, -0.1], [-0.2, -1.0, -0.7], [0.2, -0.1, 2.0], [-0.6, 0.4, -0.1], [-0.5, -0.1, -0.2], [0.3, 0.1, -0.1], [-0.2, 0.0, 0.0], [0.2, 0.1, 0.0], [0.4, 0.0, -0.5], [0.0, 0.1, 0.0], [0.0, -0.1, -0.1], [-0.1, 0.0, 0.2], [-0.1, 0.2, -0.1]],
  "lowdin_spin": [0.9474, 0.0002, -0.0001, 0.0128, 0.0004, 0.0003, 0.0001, 0.0002, 0.0002, 0.0040, -0.0003, 0.0001, 0.0139, 0.0002, 0.0007, 0.0001, 0.0000, 0.0001, 0.0027, -0.0001, 0.0002, 0.0000, 0.0000, 0.0002, 0.0000, 0.0000, 0.0000, 0.0000, 0.0000, -0.0001, 0.0001, -0.0001, -0.0002, 0.0001, 0.0001, 0.0001, 0.0000, 0.0000, 0.0002, -0.0001, 0.0000, 0.0000, 0.0000, 0.0050, 0.0038, 0.0044, 0.0005, 0.0003, 0.0000, 0.0001, 0.0020, 0.0003, 0.0000, 0.0001, 0.0000]
}


{
  "formula": "C15H26Cl2FI2N4O",
  "method": "ωB97M-V/def2-TZVPD",
  "lumo_energy_ev": -2.792,
  "fmax_ev_per_a": 4.19,
  "e_homo_ev": -11.5,
  "multiplicity": 1,
  "gap_ev": 8.6976,
  "charge": 1,
  "e_tot_ha": -2496.66197,
  "elements": ["C", "C", "C", "C", "N", "C", "N", "C", "I", "C", "C", "I", "N", "C", "C", "C", "O", "C", "C", "N", "F", "H", "H", "H", "H", "H", "H", "H", "H", "H", "H", "H", "H", "H", "H", "H", "H", "H", "H", "H", "H", "H", "H", "Cl", "C", "C", "Cl", "H", "H", "H", "H"],
  "coordinates": [[-0.406, 2.757, 4.696], [-1.026, 3.003, 3.254], [-1.058, 1.644, 2.490], [0.121, 1.483, 1.459], [-0.224, 0.306, 0.619], [-1.147, 0.226, -0.345], [-1.970, 1.168, -0.783], [-2.971, 1.013, -1.797], [-4.122, -0.768, -2.073], [-3.233, 2.045, -2.611], [-4.292, 1.917, -3.729], [-2.230, 3.926, -2.433], [-1.101, -1.084, -0.795], [-0.180, -1.738, -0.086], [0.060, -3.217, -0.332], [1.411, -3.551, -1.044], [1.287, -4.862, -1.595], [1.136, -5.856, -0.588], [2.120, -7.055, -0.809], [0.377, -0.885, 0.794], [1.341, -1.162, 1.671], [0.166, 3.646, 5.019], [0.232, 1.850, 4.644], [-1.223, 2.522, 5.407], [-2.076, 3.301, 3.444], [-0.466, 3.797, 2.723], [-1.043, 0.768, 3.172], [-2.003, 1.575, 1.909], [0.275, 2.390, 0.840], [1.043, 1.272, 2.037], [-1.887, 2.093, -0.361], [-5.282, 1.642, -3.312], [-4.408, 2.850, -4.306], [-4.001, 1.108, -4.426], [-0.073, -3.745, 0.636], [-0.750, -3.575, -0.997], [2.300, -3.530, -0.381], [1.559, -2.861, -1.896], [0.111, -6.295, -0.580], [1.336, -5.493, 0.444], [2.111, -7.404, -1.858], [3.127, -6.696, -0.512], [1.839, -7.875, -0.117], [1.108, 3.159, -1.028], [2.760, 3.558, -1.584], [3.730, 3.686, -0.433], [3.392, 5.116, 0.571], [2.705, 4.475, -2.167], [3.075, 2.751, -2.245], [4.743, 3.799, -0.818], [3.704, 2.808, 0.211]],
  "forces_ev_per_angstrom": [[-0.2, 0.0, -0.9], [0.0, -1.0, 1.5], [0.0, 0.5, -1.0], [-1.0, 0.0, 1.6], [1.0, 3.8, 1.5], [1.1, -3.6, -0.2], [-0.3, 0.1, 0.5], [0.3, 0.5, -0.5], [0.6, 0.5, 0.6], [-0.8, -0.3, -0.7], [0.2, 0.4, 0.2], [-0.5, -0.8, -0.1], [0.1, 0.9, 0.3], [-0.8, -0.5, -1.0], [0.2, 0.4, 0.6], [-0.4, -0.6, -0.2], [0.2, 0.5, 0.7], [0.2, -2.0, 0.4], [-0.1, 1.0, 0.3], [-1.0, -2.2, -1.9], [-0.2, 0.8, 0.1], [-0.3, -0.6, 0.1], [0.0, 0.7, 0.2], [0.6, 0.3, -0.3], [0.7, 0.2, -0.5], [-0.4, -0.5, 0.1], [-0.1, 0.6, -0.2], [0.4, 0.0, 0.3], [-0.2, -1.0, 0.5], [-0.3, 0.1, -0.7], [-0.1, -0.2, -0.3], [0.6, 0.2, -0.1], [0.2, -0.4, 0.4], [-0.1, 0.4, 0.3], [0.3, 0.2, -0.6], [0.4, 0.5, 0.3], [-0.5, 0.3, -0.1], [0.0, -0.3, 0.4], [0.4, 0.7, -0.2], [-0.1, 0.2, -0.6], [0.0, 0.2, 0.6], [-0.4, -0.4, -0.5], [0.1, 0.4, -0.5], [0.3, 0.2, -0.5], [0.4, 0.0, -0.2], [0.1, 0.0, 0.0], [-0.1, -0.1, 0.0], [-0.1, 0.0, 0.1], [-0.1, 0.0, 0.1], [-0.1, 0.0, -0.1], [0.0, 0.0, 0.0]],
  "nbo_charge": [-0.6065, -0.4177, -0.4036, -0.2620, -0.1786, 0.5992, -0.6111, -0.0615, 0.2398, -0.1418, -0.6777, 0.1833, -0.4733, 0.4194, -0.4958, -0.0537, -0.5261, -0.0816, -0.6230, 0.2006, -0.1087, 0.2263, 0.1912, 0.2199, 0.2243, 0.2155, 0.2158, 0.1994, 0.2530, 0.2421, 0.4383, 0.2452, 0.2426, 0.2437, 0.2467, 0.2771, 0.1823, 0.2046, 0.1779, 0.1621, 0.2261, 0.2063, 0.2180, -0.0897, -0.3726, -0.3948, -0.0429, 0.2374, 0.2305, 0.2382, 0.2160]
}